C35H39ClN5O5Tc as an isolated structure. Source: the Open Molecules 2025 dataset; level of theory: wB97M-V/def2-TZVPD.

Values from the calculation:
Gap between HOMO and LUMO (spin up / spin down) in Ha: 0.2925 / 0.2614
LUMO energy (spin up / spin down) in eV: -2.7288 / -3.7543
Charge: +1
HOMO level (spin up / spin down) in Ha: -0.393 / -0.399
⟨S²⟩: 3.784
Spin multiplicity: 4
Calculated total energy in Eh: -2547.7974

Geometry as XYZ:
```
86
Properties=species:S:1:pos:R:3:forces:R:3:mulliken_charge:R:1
Tc 0.08494 0.58648 -0.34401 -0.1 -0.3 0.4 -0.65
C -2.34317 -1.34440 -0.18326 0.0 0.0 0.0 -0.72
C -2.83696 0.09682 -0.18124 0.0 0.0 0.0 -0.10
N -1.99731 0.91725 0.72234 0.0 0.0 -0.3 -0.01
C -2.21627 0.58928 2.15137 0.0 0.0 0.0 -0.68
C -0.92878 0.32006 2.92022 0.0 0.0 0.0 -1.04
N -0.03236 -0.56746 2.18355 0.0 -0.1 0.0 0.23
C -0.42640 -1.97116 2.11923 0.0 0.0 0.0 -1.04
C -0.33002 -2.47839 0.68319 0.0 0.0 0.0 -0.80
N -0.85250 -1.46580 -0.25251 0.1 0.1 -0.1 0.38
H -2.80218 -1.87002 -1.02031 0.0 0.0 0.0 0.39
H -2.66877 -1.85114 0.72418 0.0 0.0 0.0 0.31
H -3.89008 0.11046 0.11622 0.0 0.0 0.0 0.51
H -2.77439 0.52320 -1.17934 0.0 0.0 0.0 -0.30
H -2.21354 1.89543 0.55988 -0.1 0.0 0.0 0.40
H -2.87091 -0.28169 2.19919 0.0 0.0 0.0 0.26
H -2.75558 1.40071 2.64223 0.0 0.0 0.0 0.52
H -1.20092 -0.08250 3.90347 0.0 0.0 0.0 0.49
H -0.39476 1.25303 3.08594 0.0 0.0 0.0 0.37
H 0.91024 -0.45090 2.52861 0.0 0.0 0.0 0.38
H -1.44778 -2.07599 2.48981 0.0 0.0 0.0 0.35
H 0.19408 -2.60118 2.76071 0.0 0.0 0.0 0.53
H -0.88130 -3.41728 0.57644 0.0 0.0 0.0 0.49
H 0.70808 -2.66581 0.40994 0.0 0.0 0.0 0.39
H -0.60953 -1.74235 -1.19926 0.0 -0.1 0.0 0.25
O 1.06367 1.53202 1.30703 0.0 0.0 -0.1 -0.19
N 1.46960 2.73483 1.12150 0.0 0.1 0.0 -1.05
N 1.08226 3.21648 0.02960 0.0 -0.1 0.0 1.15
O 0.31780 2.49324 -0.78057 0.0 0.2 -0.1 -0.50
C 1.41821 4.54548 -0.41171 0.0 0.0 0.0 0.54
C 0.93905 4.95049 -1.64617 0.0 0.0 0.0 -0.28
C 1.26517 6.22689 -2.08223 0.0 0.0 0.0 -0.83
C 2.04857 7.05932 -1.29784 0.0 0.0 0.0 -0.49
C 2.51563 6.62300 -0.06357 0.0 0.0 0.0 -0.58
C 2.20376 5.35553 0.39493 0.0 0.0 0.0 -0.55
H 0.33004 4.28411 -2.24172 0.0 0.0 0.0 0.57
H 0.90045 6.56712 -3.04159 0.0 0.0 0.0 0.42
H 2.29808 8.05208 -1.64647 0.0 0.0 0.0 0.41
H 3.12747 7.27205 0.54741 0.0 0.0 0.0 0.40
H 2.56191 5.00136 1.35034 0.0 0.0 0.0 0.48
C -2.49996 -2.48660 -4.64028 0.0 0.0 0.0 -1.83
C -3.41366 -1.48482 -3.98891 0.0 0.0 0.0 1.02
C -4.42009 -1.90561 -3.12357 0.0 0.0 0.0 -0.76
C -5.28378 -0.98966 -2.54638 0.0 0.0 0.0 0.38
Cl -6.49038 -1.54757 -1.42491 0.0 0.0 0.0 -0.20
C -5.19892 0.36002 -2.84317 0.0 0.0 0.0 -0.70
C -4.19197 0.79291 -3.69068 0.0 0.0 0.0 -0.31
C -3.29923 -0.11653 -4.23968 0.0 0.0 0.0 0.35
O -2.30960 0.36986 -5.06935 0.0 0.1 0.0 -0.53
C -1.01148 0.31444 -4.49850 0.1 0.0 0.0 -0.47
C -0.98069 0.99269 -3.12936 -0.1 -0.1 0.0 0.10
O -1.32549 2.13440 -2.96192 0.0 0.0 0.1 -0.58
O -0.61121 0.15936 -2.15901 0.1 0.2 0.1 0.21
H -3.02382 -3.42703 -4.80348 0.0 0.0 0.0 0.52
H -1.62549 -2.70090 -4.02037 0.0 0.0 0.0 0.21
H -2.14385 -2.11747 -5.60067 0.0 0.0 0.0 0.36
H -4.54210 -2.96064 -2.91137 0.0 0.0 0.0 0.49
H -5.90183 1.05920 -2.41141 0.0 0.0 0.0 0.48
H -4.07659 1.84049 -3.93353 0.0 0.0 0.0 0.48
H -0.35074 0.86759 -5.16499 0.0 0.0 0.0 0.27
H -0.65834 -0.71484 -4.41567 0.0 0.1 0.0 0.16
C 6.49806 -2.63841 -0.64697 0.0 0.0 0.0 -0.47
C 5.60118 -3.10734 0.30194 0.0 0.0 0.0 -0.78
C 4.38423 -2.46834 0.47314 0.0 0.0 0.0 -0.44
C 4.03309 -1.36969 -0.31247 -0.1 0.1 0.0 0.04
C 4.94889 -0.89873 -1.25457 0.0 0.0 0.0 0.00
C 6.17180 -1.52925 -1.41564 0.0 0.0 0.0 -0.80
C 2.71451 -0.74699 -0.08123 0.2 0.0 0.0 0.31
C 1.94522 -0.06844 -0.94284 -0.3 0.0 0.0 -0.45
C 2.25237 0.15718 -2.37669 0.0 -0.1 0.0 0.53
C 2.23321 -0.92400 -3.25972 0.0 0.0 0.0 0.17
C 2.49221 -0.73882 -4.60780 0.0 0.0 0.0 -0.95
C 2.76772 0.53262 -5.09681 0.0 0.0 0.0 -0.63
C 2.78677 1.61313 -4.22728 0.0 0.0 0.0 -0.91
C 2.52672 1.42690 -2.87671 0.0 0.0 0.0 0.58
H 7.45368 -3.12805 -0.77839 0.0 0.0 0.0 0.40
H 5.85358 -3.96359 0.91304 0.0 0.0 0.0 0.40
H 3.69135 -2.82733 1.22688 0.0 0.0 0.0 0.37
H 4.71195 -0.03017 -1.85205 0.0 0.0 0.0 0.47
H 6.87731 -1.15006 -2.14301 0.0 0.0 0.0 0.42
H 2.34768 -0.88435 0.93311 0.0 0.0 0.0 0.50
H 2.02976 -1.91702 -2.87587 0.0 0.0 0.0 0.49
H 2.48600 -1.58865 -5.27824 0.0 0.0 0.0 0.46
H 2.97124 0.67831 -6.14933 0.0 0.0 0.0 0.41
H 3.00714 2.60558 -4.59840 0.0 0.0 0.0 0.44
H 2.55685 2.27766 -2.20733 0.0 0.0 0.0 0.35
```
Positions in Å, forces in eV/Å.

A 2-piece molecular cluster, C3H6O2S overall in a non-equilibrium geometry. Source: the Open Molecules 2025 dataset; level of theory: wB97M-V/def2-TZVPD.

Values from the calculation:
Gap between HOMO and LUMO in Ha: 0.2420
LUMO energy in eV: -2.6483
Charge: 0
HOMO level in Ha: -0.339
Calculated total energy in Eh: -666.2593
Relative energy (zero: lowest compared OMol25 entry of this formula, charge and spin) in kJ/mol: 878.8

Geometry as XYZ:
```
12
Properties=species:S:1:pos:R:3:forces:R:3:mulliken_charge:R:1
C 0.48251 -0.33422 0.70492 -0.3 -0.2 3.2 -0.16
C -0.63223 -0.11846 -0.22242 -1.3 -2.9 -2.5 0.45
C -0.17992 1.07634 0.50265 -2.2 0.5 1.5 -0.43
H 2.17037 -1.84999 -0.81045 -0.7 2.9 1.9 0.15
H 0.14757 -0.73371 1.76618 1.2 0.5 -2.3 0.27
H -0.16948 -0.36841 -1.29451 -1.7 1.1 2.2 0.23
H -2.80259 -1.29610 -1.48951 1.8 0.9 3.2 0.26
H -0.83070 1.25475 1.47471 1.5 0.3 -2.3 0.26
H 1.16517 1.58516 -0.65528 -2.4 2.9 1.2 0.36
O -1.79842 -0.91016 0.16662 -0.3 0.6 -3.9 -0.58
O 0.36482 2.19200 -0.19157 2.9 -4.2 -0.6 -0.50
S 2.08289 -0.49720 0.04866 1.5 -2.6 -1.5 -0.31
```
Positions in Å, forces in eV/Å.

An isolated ion of composition C3H6N and charge +1 in a non-equilibrium geometry. Source: the Open Molecules 2025 dataset; level of theory: wB97M-V/def2-TZVPD.

Values from the calculation:
Gap between HOMO and LUMO in Ha: 0.4411
LUMO energy in eV: -4.5930
Charge: +1
HOMO level in Ha: -0.610
Calculated total energy in Eh: -172.2633
Relative energy (zero: lowest compared OMol25 entry of this formula, charge and spin) in kJ/mol: 250.2
SMILES: C[NH+]1C=C1

Geometry as XYZ:
```
10
Properties=species:S:1:pos:R:3:forces:R:3:mulliken_charge:R:1
C -0.47567 0.73109 -0.88354 0.7 1.7 0.9 -0.73
N 0.50206 -0.02436 -0.12806 -1.2 -0.8 3.0 -0.06
C -0.07487 -1.16015 0.65070 2.6 3.9 3.3 -0.30
C 0.49274 -0.21772 1.41129 -2.4 -4.2 -5.1 -0.01
H -1.36234 0.20505 -0.72725 -1.7 -0.5 -0.7 0.33
H -0.60957 1.78746 -0.63268 0.3 -0.3 0.5 0.30
H 0.02298 0.69031 -1.79427 -0.5 0.1 -2.5 0.34
H 1.30756 -0.22680 -0.64795 1.7 -0.4 -0.5 0.31
H -0.69883 -2.00056 0.49858 -0.3 -0.7 -0.4 0.39
H 0.89595 0.21568 2.25318 0.7 1.2 1.5 0.43
```
Positions in Å, forces in eV/Å.

A 2-piece molecular cluster, FH5Si2 overall in a non-equilibrium geometry. Source: the Open Molecules 2025 dataset; level of theory: wB97M-V/def2-TZVPD.

Values from the calculation:
Gap between HOMO and LUMO (spin up / spin down) in Ha: 0.2614 / 0.2679
LUMO energy (spin up / spin down) in eV: -1.4124 / -1.3518
Charge: 0
HOMO level (spin up / spin down) in Ha: -0.313 / -0.318
Calculated total energy in Eh: -681.7444
Relative energy (zero: lowest compared OMol25 entry of this formula, charge and spin) in kJ/mol: 233.2

Geometry as XYZ:
```
8
Properties=species:S:1:pos:R:3:forces:R:3:mulliken_charge:R:1
F -2.52395 -1.29996 -0.21063 0.3 -0.3 -0.2 -0.25
Si 1.85524 -0.07905 -0.27144 -1.1 1.0 -1.2 0.23
Si -1.75222 0.04944 0.20906 0.7 -0.7 -0.2 0.38
H 2.09199 -0.14273 1.12523 0.2 0.3 1.2 -0.07
H 2.21868 1.19805 -1.02627 -0.4 -0.4 0.7 -0.05
H 2.79336 -1.02115 -0.85427 -0.1 -0.7 -0.4 -0.08
H -2.44849 1.06005 -0.53950 0.0 0.8 -0.7 -0.08
H -2.23461 0.23535 1.56782 0.4 0.1 0.8 -0.08
```
Positions in Å, forces in eV/Å.

A 3-piece molecular cluster, C4H12NO2 overall in a non-equilibrium geometry. Source: the Open Molecules 2025 dataset; level of theory: wB97M-V/def2-TZVPD.

Values from the calculation:
Gap between HOMO and LUMO (spin up / spin down) in Ha: 0.3146 / 0.2438
LUMO energy (spin up / spin down) in eV: -10.5703 / -12.5000
Charge: +2
HOMO level (spin up / spin down) in Ha: -0.703 / -0.703
⟨S²⟩: 0.761
Spin multiplicity: 2
Calculated total energy in Eh: -364.0604
Relative energy (zero: lowest compared OMol25 entry of this formula, charge and spin) in kJ/mol: 81.8

Geometry as XYZ:
```
19
Properties=species:S:1:pos:R:3:forces:R:3:mulliken_charge:R:1
C 2.63653 0.60355 1.63060 -0.3 0.6 0.4 -1.08
C 1.74050 0.02078 0.62856 0.8 -0.9 0.8 -0.02
C 1.29572 0.53618 -0.58941 0.7 -0.6 -0.7 0.20
N 0.11904 0.07525 -1.15449 0.1 0.1 -0.4 0.09
C -0.42189 0.74053 -2.13257 0.2 0.1 0.2 -0.03
H 2.30921 1.55600 2.08114 0.0 0.2 -0.9 0.35
H 2.79887 0.02053 2.52437 -0.1 -0.9 -0.2 0.38
H 3.62481 0.76509 1.16618 0.0 0.3 -0.2 0.37
H 1.53050 -1.04729 0.75344 -0.5 0.2 0.2 0.34
H 1.98398 1.09084 -1.22771 -0.3 0.7 0.2 0.43
H -0.36583 -0.78634 -0.68904 -0.3 0.6 0.7 0.33
H -1.49289 0.68434 -2.28847 0.0 -0.6 -0.4 0.30
H 0.19028 1.41740 -2.72278 -0.1 0.3 0.2 0.27
H -3.82767 -0.45855 0.06292 0.2 0.6 0.7 0.35
H -3.55185 0.65119 1.17546 0.0 -0.6 -0.4 0.33
O -3.13674 -0.02597 0.60612 -0.3 -0.1 -0.4 -0.69
H -1.82486 -1.20026 0.76285 0.2 0.8 -0.4 0.34
H -0.90871 -2.35172 0.97615 0.6 -0.1 -0.5 0.38
O -0.92084 -1.50652 0.49289 -0.8 -0.8 1.0 -0.63
```
Positions in Å, forces in eV/Å.

A single C5H8S molecule in a non-equilibrium geometry. Source: the Open Molecules 2025 dataset; level of theory: wB97M-V/def2-TZVPD.

Values from the calculation:
Gap between HOMO and LUMO in Ha: 0.3523
LUMO energy in eV: 0.9455
Charge: 0
HOMO level in Ha: -0.318
Calculated total energy in Eh: -593.4173
Relative energy (zero: lowest compared OMol25 entry of this formula, charge and spin) in kJ/mol: 186.1
SMILES: CC#CCSC

Geometry as XYZ:
```
14
Properties=species:S:1:pos:R:3:forces:R:3:mulliken_charge:R:1
C 0.16044 -2.11956 -2.22678 0.5 -1.9 1.0 -1.07
C -0.33174 -1.33326 -1.09807 -1.8 2.8 1.6 0.63
C -0.81248 -0.51094 -0.30508 1.4 -2.7 -1.9 -0.25
C -1.13863 0.31578 0.85294 0.4 -0.5 0.7 -0.67
S -0.69270 2.07188 0.63262 -0.2 0.0 0.3 -0.07
C 0.87850 2.12727 1.50040 0.6 -1.7 0.9 -0.90
H -0.57645 -2.89846 -2.57930 0.8 0.7 0.6 0.27
H 1.13296 -2.60482 -1.88388 -1.3 0.2 -0.6 0.26
H 0.40001 -1.52559 -3.07380 0.2 0.8 -0.7 0.30
H -2.16750 0.21585 1.23345 0.2 0.2 -0.6 0.38
H -0.52732 -0.09534 1.67908 -0.2 0.4 -0.2 0.21
H 1.71486 1.69607 0.93027 -0.3 0.6 -0.1 0.29
H 0.89265 1.55716 2.45688 -0.6 0.0 -0.6 0.28
H 1.06738 3.10394 1.88126 0.2 1.0 -0.4 0.36
```
Positions in Å, forces in eV/Å.

C2H10N2O2 as an isolated structure in a non-equilibrium geometry. Source: the Open Molecules 2025 dataset; level of theory: wB97M-V/def2-TZVPD.

Values from the calculation:
Gap between HOMO and LUMO (spin up / spin down) in Ha: 0.3434 / 0.2409
LUMO energy (spin up / spin down) in eV: 0.5263 / -1.0693
Charge: 0
HOMO level (spin up / spin down) in Ha: -0.324 / -0.280
Calculated total energy in Eh: -341.9536
Relative energy (zero: lowest compared OMol25 entry of this formula, charge and spin) in kJ/mol: 630.8

Geometry as XYZ:
```
16
Properties=species:S:1:pos:R:3:forces:R:3:mulliken_charge:R:1
C -2.27661 -1.77722 -0.26148 -0.1 0.3 -0.1 -0.70
N -1.08356 -1.38179 -0.97409 0.9 0.1 0.3 -0.29
O -1.48761 -0.83289 -2.19365 0.0 0.0 0.2 -0.37
H -0.75651 -1.02011 -2.79991 0.0 0.1 0.2 0.33
H -0.41117 -0.50088 -0.29569 -0.5 -0.3 -0.5 0.41
H -3.01379 -0.97136 -0.19384 0.0 0.0 0.0 0.30
H -1.97798 -2.08469 0.73831 0.0 0.0 0.0 0.28
H -2.74229 -2.62449 -0.77567 0.1 0.1 0.0 0.28
C 2.46312 1.80766 0.69099 0.0 0.0 -0.4 -0.57
N 1.37080 1.34433 1.50333 0.6 0.9 0.9 -0.42
O 0.15248 0.33542 0.41569 0.1 -0.9 -0.2 -0.64
H 0.71248 -0.22133 0.99572 -0.8 -0.2 -0.5 0.35
H 0.72408 2.11605 1.66729 0.0 -0.2 -0.1 0.24
H 3.07489 2.50421 1.28439 -0.1 -0.1 0.0 0.29
H 3.10155 0.96681 0.41495 0.0 0.1 0.0 0.24
H 2.15011 2.34027 -0.21633 0.0 -0.1 0.1 0.26
```
Positions in Å, forces in eV/Å.

Q: What is the calculated total energy in the second record?
A: -666.2593 Eh

Q: Which formula does entry 2 have?
A: C3H6O2S

Q: Which formula does entry 1 have?
A: C35H39ClN5O5Tc